Below is a structure of composition C26H77F2NNbO14 at a distorted geometry, with properties calculated with ωB97M-V/def2-TZVPD.

Summary:
E_LUMO = 2.070 eV
gap between HOMO and LUMO = 6.79 eV
total energy = -2401.32022 Ha
HOMO level = -4.72 eV
total charge = -1
F_max = 1.7 eV/A
multiplicity = 1

Cartesian coordinates (Å):
H (2.956, 4.954, -2.464)
H (-5.918, 5.429, 7.303)
C (4.724, -5.402, 7.283)
C (-3.538, -0.405, 5.937)
H (-3.486, -1.478, 6.120)
O (-1.927, -3.461, -0.609)
H (4.132, 5.396, -0.301)
N (-0.075, -3.332, -1.921)
C (-1.713, 1.145, -8.733)
H (-3.330, 3.690, 4.253)
H (-1.433, -4.085, 1.385)
H (-0.508, -1.538, 5.602)
H (-2.412, -2.407, 2.859)
H (-4.399, 5.427, 2.807)
H (-1.064, 2.019, -8.841)
C (-3.212, 2.368, -1.271)
C (2.025, -1.623, 5.097)
H (8.303, 1.758, -1.364)
H (1.462, -1.678, 4.162)
H (-1.135, 2.227, -1.842)
H (5.065, -6.284, 6.737)
C (-2.314, -3.176, 3.628)
H (-1.860, 0.696, -1.322)
H (2.481, 4.832, 0.000)
H (-2.565, -0.073, 5.565)
H (-3.003, 2.643, -0.240)
H (-2.669, 5.318, 2.454)
H (-4.197, 5.329, 6.909)
O (-0.011, -1.461, 6.422)
C (-0.821, -3.033, -0.799)
H (-2.654, 1.805, -6.908)
C (7.455, 1.540, -3.330)
H (-0.452, -5.206, -9.169)
H (-0.385, 1.469, -6.505)
H (1.892, 1.429, -3.882)
C (-3.535, 3.491, 3.203)
H (2.251, -0.572, 5.284)
H (-4.111, 1.749, -1.300)
O (2.471, 2.996, -2.012)
H (2.955, -2.171, 4.966)
C (3.329, 4.121, -1.857)
H (-2.090, -3.534, -8.295)
C (-5.137, 4.779, 6.894)
H (-0.991, -2.220, -8.744)
H (0.287, -0.759, -3.316)
H (9.487, 1.862, -2.664)
H (-3.256, -3.725, 3.661)
H (-3.897, 1.642, 4.352)
C (-2.045, 1.612, -1.881)
H (1.752, -2.111, 7.183)
H (-1.860, -3.619, -4.211)
H (8.818, 0.287, -2.208)
H (3.248, -3.845, 7.092)
C (-0.397, -4.161, -9.478)
C (-2.093, 0.935, -7.276)
H (0.488, -3.165, -7.215)
H (6.551, 1.041, -2.991)
H (-2.160, -2.687, 4.594)
O (-0.440, -3.411, -7.156)
C (-3.614, 4.779, 2.406)
H (-0.890, -4.054, -10.447)
O (1.999, -2.466, -1.214)
C (-4.635, -0.066, 4.945)
O (2.678, -0.466, -3.867)
H (-3.717, 0.103, 6.885)
C (3.455, 4.547, -0.405)
H (3.060, -0.359, -2.990)
Nb (-0.735, -2.223, -3.704)
C (1.206, -2.187, 6.243)
H (0.734, -2.977, -4.540)
C (8.582, 1.344, -2.333)
H (2.716, -5.412, 6.474)
O (7.123, 2.921, -3.481)
H (-2.597, 1.296, -9.357)
O (-2.269, 1.191, -3.212)
H (-4.793, 3.731, 8.757)
H (4.235, -5.079, 4.752)
C (3.908, 1.492, -4.630)
H (4.585, 0.874, -5.225)
O (-5.412, 4.504, 5.524)
H (0.659, -3.910, -9.600)
H (-2.746, 2.853, 2.798)
H (5.568, -4.716, 7.362)
H (-3.424, 3.284, -1.830)
O (3.959, -4.306, 5.253)
C (-1.041, -3.270, -8.426)
O (-4.737, 1.340, 4.710)
H (3.832, 3.721, 0.199)
H (-4.473, 2.937, 3.140)
H (-4.694, 4.053, 0.951)
H (-5.606, -0.379, 5.326)
H (-4.461, -0.579, 3.993)
C (3.571, -4.733, 6.555)
H (7.725, 1.125, -4.307)
H (-6.244, 4.024, 5.479)
H (-4.247, 2.861, 7.312)
H (7.907, 3.378, -3.796)
H (3.808, 2.467, -5.113)
O (-1.359, -4.772, 2.062)
H (-1.078, -4.897, 4.058)
C (2.562, 0.804, -4.478)
H (-0.218, -3.559, 3.276)
C (1.304, -3.289, -1.726)
H (-1.259, -1.438, -5.217)
H (4.429, -5.713, 8.287)
H (2.099, 0.634, -5.451)
H (-1.164, 0.281, -9.106)
C (-1.164, -4.118, 3.300)
C (-5.026, 3.507, 7.715)
H (4.369, 1.639, -3.652)
O (-3.857, 4.521, 1.023)
F (1.853, -4.411, -2.209)
H (0.970, -3.242, 6.068)
H (4.298, 3.820, -2.253)
H (-5.962, 2.946, 7.685)
H (-2.029, -1.471, -2.644)
F (-0.277, -2.198, 0.111)
H (-2.725, 0.054, -7.166)
H (-2.415, 1.953, -3.779)
H (1.599, 3.233, -1.685)
O (-0.966, 0.705, -6.451)

Force components x, y, z for each atom (eV/Å):
0.10 0.03 -0.01
0.07 0.06 0.07
-0.01 0.03 0.00
-0.06 0.15 0.02
-0.01 -0.01 -0.01
0.59 0.30 0.58
-0.01 0.01 -0.01
0.63 0.58 1.23
0.04 -0.05 0.03
-0.06 0.07 0.05
-0.21 -0.19 -0.24
-0.04 0.03 -0.04
0.06 0.03 0.00
0.07 0.01 0.10
-0.04 0.04 -0.01
-0.10 -0.15 -0.25
-0.02 0.11 0.07
-0.03 -0.03 0.02
0.02 -0.06 -0.02
0.01 -0.04 0.13
-0.04 -0.04 0.03
0.04 -0.04 -0.02
0.10 -0.03 -0.02
0.00 0.05 -0.01
0.02 -0.04 -0.02
0.03 0.04 0.01
0.01 0.04 -0.08
0.02 0.04 -0.03
0.06 -0.02 0.18
-1.25 -0.55 -1.00
-0.11 -0.06 -0.05
0.20 0.20 -0.05
-0.03 -0.02 0.00
0.03 0.03 0.04
-0.05 0.09 -0.13
0.16 0.06 -0.30
0.00 0.01 0.02
0.01 -0.04 0.02
0.20 0.06 0.02
0.00 -0.06 -0.03
-0.21 0.02 0.06
-0.03 0.02 0.03
-0.22 -0.19 -0.06
-0.11 -0.02 -0.07
-0.55 0.52 -0.33
0.02 -0.05 -0.03
0.00 -0.03 0.05
-0.03 -0.06 0.08
0.12 0.07 -0.10
-0.07 0.04 0.07
-0.50 0.47 -0.41
0.01 -0.01 -0.01
-0.02 0.08 -0.04
-0.01 -0.04 0.05
0.14 0.16 0.04
0.03 0.11 0.15
-0.06 0.02 -0.03
-0.02 -0.02 0.01
-0.12 -0.31 -0.19
-0.20 -0.18 -0.04
0.01 0.01 0.01
-0.11 -0.31 -0.05
0.17 0.11 -0.13
0.56 -0.12 -0.35
0.00 -0.02 0.04
-0.01 -0.08 0.01
-0.18 0.02 0.12
-0.63 -0.86 -1.04
-0.20 0.08 -0.34
0.51 0.02 0.69
-0.03 0.05 0.01
-0.03 0.02 0.13
-0.13 -0.11 0.10
0.00 0.01 0.01
-0.28 -0.03 -0.05
-0.02 0.02 0.01
-0.02 -0.03 -0.07
0.03 -0.12 -0.06
-0.01 0.01 -0.04
0.06 0.27 0.11
-0.01 0.04 -0.04
0.07 0.03 -0.05
-0.01 0.03 0.03
0.04 0.05 0.05
-0.01 0.14 0.15
0.27 0.14 0.03
-0.13 -0.45 0.33
0.04 -0.01 0.00
-0.01 0.26 -0.05
-0.03 -0.06 -0.02
-0.05 0.00 -0.01
-0.05 -0.10 0.04
0.21 -0.32 -0.21
-0.03 -0.11 0.04
0.03 -0.15 -0.05
0.01 0.01 -0.02
0.04 0.04 -0.03
0.01 0.01 0.04
0.06 0.06 0.24
0.02 -0.02 0.01
-0.06 0.03 0.31
0.00 -0.02 0.14
0.20 0.41 0.03
0.04 -0.18 0.11
-0.01 -0.02 0.00
-0.02 -0.07 0.01
-0.02 -0.04 -0.01
-0.02 0.17 -0.23
0.07 -0.02 -0.04
-0.05 0.11 0.02
0.14 0.26 0.14
0.21 -0.27 -0.23
0.13 -0.03 0.03
0.00 -0.02 -0.05
-0.02 0.01 0.03
0.44 -0.08 0.70
0.22 -0.17 0.06
-0.01 -0.02 0.05
0.06 0.10 0.03
-0.07 -0.07 0.02
0.03 0.11 -0.22